Entry 1:
DFT (wB97M-V/def2-TZVPD) results for a structure of composition C15H33Br2CaN7O2P.

Last column: Löwdin charge in e.
CARTESIAN COORDINATES (ANGSTROEM)
Ca -0.6766 0.5613 -0.6516  1.19
C -1.5043 -1.2127 -3.2802  -0.17
C -2.4450 -0.0152 -3.1409  -0.18
N -1.7034 1.2186 -2.7555  -0.15
C -0.7345 1.7166 -3.7663  -0.18
C 0.6445 2.0220 -3.1753  -0.21
N 1.1514 0.9153 -2.3246  -0.15
C 1.4623 -0.3374 -3.0649  -0.18
C 0.8291 -1.5893 -2.4484  -0.19
N -0.5936 -1.3690 -2.1167  -0.15
H -2.1023 -2.1139 -3.4160  0.13
H -0.8956 -1.1193 -4.1803  0.11
H -3.0010 0.1237 -4.0719  0.13
H -3.1685 -0.2147 -2.3500  0.11
H -2.3919 1.9379 -2.5697  0.11
H -0.6498 0.9741 -4.5604  0.11
H -1.1134 2.6188 -4.2487  0.13
H 1.3308 2.2424 -3.9989  0.13
H 0.5878 2.9167 -2.5515  0.04
H 1.9869 1.2451 -1.8554  0.08
H 1.1178 -0.2222 -4.0933  0.11
H 2.5413 -0.4802 -3.1303  0.13
H 0.9696 -2.4204 -3.1464  0.13
H 1.3453 -1.8516 -1.5220  0.10
H -0.9279 -2.1168 -1.5188  0.11
N -1.8311 2.4755 0.5175  -0.06
C -2.6234 1.7528 1.5607  -0.14
C -2.6827 0.2318 1.3532  -0.69
O -2.8971 -0.4780 2.3149  0.04
O -2.4616 -0.1641 0.1261  -0.28
H -1.3549 3.2676 0.9308  0.05
H -2.4664 2.8872 -0.1568  0.07
H -3.6569 2.0998 1.5975  0.13
H -2.1905 1.9404 2.5406  0.12
Br 1.7706 3.6162 0.2071  0.61
C 1.2652 5.3674 -0.4051  -1.04
Br -0.3776 5.4262 -1.3950  0.62
H 2.0567 5.7201 -1.0506  0.00
H 1.1437 5.9843 0.4735  0.00
C 1.6708 -3.5376 2.8633  -0.19
N 0.2450 -3.2146 2.8899  -0.14
C -0.0450 -2.4346 4.0980  -0.17
N 0.7941 -1.2389 4.2428  -0.14
C 2.2017 -1.6294 4.1699  -0.19
N 2.5554 -2.3727 2.9563  -0.15
C 2.4605 -1.5283 1.7642  -0.34
P 0.7486 -0.8829 1.5048  0.97
C -0.1625 -2.4951 1.6840  -0.32
C 0.4649 -0.2391 3.2282  -0.31
H 1.8989 -4.0868 1.9482  0.13
H 1.8858 -4.1834 3.7154  0.13
H 0.1326 -3.0761 4.9615  0.13
H -1.0932 -2.1355 4.0850  0.13
H 2.4178 -2.2711 5.0247  0.13
H 2.8262 -0.7374 4.2416  0.13
H 2.7632 -2.1036 0.8855  0.08
H 3.1545 -0.6890 1.8490  0.09
H 0.0554 -3.1144 0.8084  0.08
H -1.2348 -2.2913 1.6976  0.08
H -0.5802 0.0584 3.3325  0.07
H 1.0874 0.6467 3.3726  0.09

Computed properties:
Calculated total energy ... -7292.0526 a.u.
Gap between HOMO and LUMO ... 0.296 Ha
Charge ... +1
Energy relative to the best compared isomer or geometry (same formula, charge and spin) ... 132.9 kJ/mol
E_HOMO ... -10.613 eV
F_max ... 1.648 eV Å⁻¹
LUMO ... -2.6 eV

=====

Entry 2:
DFT (wB97M-V/def2-TZVPD) results for a cluster of 8 separate species, C15H33Br6NO4 in total.

Last column: Löwdin charge in e.
CARTESIAN COORDINATES (ANGSTROEM)
C 0.0922 -0.5454 2.1858  -0.05
C -0.9851 -0.1748 1.3681  -0.06
C -0.7726 0.2505 0.0307  -0.13
N 0.4396 0.4307 -0.4657  0.05
C 1.5115 0.1463 0.3504  -0.11
C 1.4010 -0.2688 1.6817  -0.05
H -0.0657 -0.9990 3.1532  0.10
H -1.9842 -0.4360 1.6841  0.09
H -1.6065 0.4093 -0.6370  0.08
H 2.4844 0.3005 -0.0924  0.10
H 2.2894 -0.4488 2.2688  0.09
Br -0.4179 -5.0805 2.4013  0.51
C 1.0187 -4.2342 1.1873  -0.60
C 0.5431 -4.3029 -0.2731  -0.63
Br 1.8550 -3.4163 -1.5107  0.58
H 1.9652 -4.7173 1.4300  0.06
H 1.0943 -3.2119 1.5579  0.02
H -0.4491 -3.8561 -0.3359  0.05
H 0.6165 -5.3654 -0.5051  0.05
Br 0.2664 -0.9612 -4.8182  0.62
C -1.1428 -1.2311 -3.4397  -0.67
C -2.3242 -1.9335 -4.0777  -0.66
Br -3.8272 -2.1949 -2.7966  0.56
H -1.4233 -0.2845 -2.9776  0.04
H -0.6839 -1.7356 -2.5893  0.02
H -2.0788 -2.9160 -4.4808  0.05
H -2.7363 -1.3213 -4.8799  0.05
Br -6.0897 0.6293 -1.4469  0.61
C -4.7374 1.0049 -0.1045  -0.70
C -4.9490 2.4332 0.5361  -0.59
Br -3.6402 2.7224 2.0614  0.55
H -3.7433 0.9754 -0.5508  0.01
H -4.8064 0.2285 0.6573  0.05
H -5.9360 2.5559 0.9820  0.04
H -4.8452 3.2782 -0.1446  0.04
C 1.3249 2.5918 -3.3139  -0.16
O 1.7993 2.3117 -2.0114  -0.15
H 0.3089 2.9663 -3.1885  0.06
H 1.9197 3.2785 -3.9163  0.08
H 1.2445 1.6712 -3.8918  0.02
H 1.3257 1.5818 -1.6059  -0.01
C 5.4897 0.7161 1.7035  -0.15
O 4.7996 1.7100 2.4724  -0.13
H 5.6252 -0.2358 2.2170  0.07
H 5.0130 0.4800 0.7521  0.07
H 6.5093 1.0926 1.6222  0.08
H 4.5619 2.4463 1.9042  0.07
C -1.9388 3.5517 -1.4097  -0.10
O -2.7702 2.5879 -2.1852  -0.16
H -1.8601 4.4534 -2.0171  0.08
H -2.4054 3.7704 -0.4493  0.03
H -0.9530 3.2216 -1.0823  0.07
H -3.4232 3.0474 -2.7181  0.07
C 2.5844 -1.3666 5.0268  -0.17
O 3.9416 -1.0963 4.7399  -0.11
H 2.4218 -1.4695 6.0997  0.08
H 1.9345 -0.5772 4.6493  0.06
H 2.2513 -2.3145 4.6043  0.08
H 3.9629 -0.1485 4.5888  0.06

Computed properties:
Calculated total energy ... -16391.0418 a.u.
Gap between HOMO and LUMO ... 0.359 Ha
E_HOMO ... -9.601 eV
F_max ... 2.106 eV Å⁻¹
LUMO ... 0.2 eV

=====

Entry 3:
DFT (wB97M-V/def2-TZVPD) results for a structure of composition C15H33F3N4O8SV.

Last column: Löwdin charge in e.
CARTESIAN COORDINATES (ANGSTROEM)
V 0.5509 -0.1864 -0.1045  0.89
C 1.9176 3.0855 -2.5418  -0.11
C 1.6483 3.0052 -1.0532  -0.46
O 1.2115 1.7459 -0.6686  -0.39
H 2.5308 3.9529 -2.8057  0.07
H 0.9647 3.2555 -3.0505  0.05
H 2.3333 2.1326 -2.8592  0.06
H 0.9603 3.8126 -0.7241  0.09
H 2.5828 3.1884 -0.4749  0.09
C -2.0799 -3.6991 0.5770  -0.65
F -2.1669 -3.9510 -0.7483  0.10
F -2.7740 -2.5562 0.7697  0.10
F -2.6760 -4.6765 1.2244  0.16
S -0.3163 -3.4458 1.0432  0.48
O 0.1126 -2.2631 0.3064  -0.37
O -0.3889 -3.2482 2.4595  -0.29
O 0.2917 -4.6549 0.5598  -0.28
C 1.0999 -0.6791 4.0123  0.02
C 0.6891 0.4266 3.0917  -0.50
O 0.6042 0.2756 1.8830  -0.04
N 0.5045 1.6572 3.6101  0.02
C 0.3379 2.8714 2.7877  -0.02
H 0.2962 -0.8349 4.7367  0.09
H 2.0128 -0.4245 4.5586  0.09
H 1.3143 -1.5980 3.4813  0.08
H 0.6262 1.7239 4.6059  0.13
H 0.3892 3.6671 3.5191  0.08
H -0.6222 2.8196 2.2763  0.08
H 1.0885 2.8276 1.9992  0.08
C -0.9704 1.1588 -3.2245  0.01
C -1.1914 -0.2889 -2.8553  -0.49
O -0.4024 -0.8749 -2.1008  -0.02
N -2.3687 -0.8370 -3.2164  0.03
C -3.0781 -1.8918 -2.5081  -0.05
H -1.6418 1.5187 -4.0088  0.08
H 0.0293 1.2410 -3.6403  0.08
H -1.1030 1.7246 -2.3066  0.08
H -2.9394 -0.3133 -3.8533  0.12
H -2.6547 -2.8752 -2.6916  0.08
H -4.1283 -1.8462 -2.7961  0.09
H -3.1025 -1.7311 -1.4261  0.06
C -3.7147 1.2644 -0.5642  0.03
C -2.8553 0.6156 0.4776  -0.53
O -1.6885 0.3512 0.2701  0.02
N -3.4057 0.4360 1.6870  0.03
C -2.8356 -0.1773 2.8697  -0.04
H -4.5148 1.8830 -0.1491  0.08
H -4.1488 0.5096 -1.2149  0.08
H -3.0983 1.9756 -1.1105  0.08
H -4.3374 0.7942 1.8109  0.13
H -3.6143 -0.7834 3.3321  0.09
H -2.5790 0.6360 3.5533  0.09
H -1.9886 -0.8298 2.7013  0.07
C 4.9488 -0.1525 0.6178  0.02
C 3.8657 -0.6309 -0.3207  -0.50
O 2.7196 -0.7947 0.0725  -0.01
N 4.2546 -0.9946 -1.5573  0.02
C 3.3135 -1.4315 -2.5769  -0.03
H 5.8103 0.1863 0.0360  0.08
H 5.3236 -1.0219 1.1605  0.09
H 4.5764 0.6438 1.2482  0.09
H 5.2321 -1.1207 -1.7460  0.13
H 3.5687 -0.8855 -3.4817  0.09
H 2.3084 -1.1756 -2.2604  0.07
H 3.3675 -2.5115 -2.6985  0.09

Computed properties:
Calculated total energy ... -3054.2168 a.u.
Gap between HOMO and LUMO (spin up / spin down) ... 0.243 / 0.281 Ha
2S+1 ... 4
Energy relative to the best compared isomer or geometry (same formula, charge and spin) ... 0.0 kJ/mol
E_HOMO (spin up / spin down) ... -6.216 / -7.253 eV
F_max ... 1.802 eV Å⁻¹
LUMO (spin up / spin down) ... 0.4 / 0.4 eV

=====

Entry 4:
DFT (wB97M-V/def2-TZVPD) results for a structure of composition C15H33GaNO7S.

Last column: Löwdin charge in e.
CARTESIAN COORDINATES (ANGSTROEM)
C 0.2243 4.0726 -0.7707  -0.08
C -0.2523 2.5486 -0.7196  -0.27
O 0.5904 1.7194 0.0733  -0.20
C 0.1452 1.6188 1.4392  -0.29
C 0.7560 2.8029 2.3132  -0.23
Ga 1.4139 2.1875 4.1561  0.40
C 3.4828 2.0394 4.1979  -0.17
C 4.1441 2.4498 2.8802  -0.58
O 4.4538 1.7141 1.9792  0.06
O 4.4112 3.8434 2.7127  0.00
N 0.8824 3.5030 5.5262  0.00
C 0.3745 4.4660 5.0753  -0.92
S -0.6924 5.5906 4.5086  0.46
H 0.4278 4.3820 -1.8350  0.06
H 1.1818 4.2254 -0.2196  0.06
H -0.5736 4.7551 -0.3881  0.07
H -1.3450 2.4517 -0.4858  0.11
H -0.1361 2.1796 -1.7804  0.11
H 0.5031 0.6248 1.8343  0.09
H -0.9690 1.6313 1.5614  0.11
H -0.0488 3.5919 2.3569  0.03
H 1.6190 3.2409 1.7329  0.04
H 0.7846 0.7771 4.6245  -0.05
H 3.7813 1.0015 4.5017  0.06
H 3.8237 2.7071 5.0397  0.06
H 3.7151 4.1303 2.0884  0.09
C 3.1521 -1.0866 0.2560  -0.09
O 2.4907 -2.3210 0.5153  -0.19
C 1.1066 -2.2660 0.1946  -0.20
C 0.8196 -2.9210 -1.1457  -0.20
O 1.4075 -2.1912 -2.2203  -0.19
C 2.6146 -2.7750 -2.6777  -0.12
H 4.2273 -1.2671 0.2673  0.09
H 2.8788 -0.6751 -0.7180  0.09
H 2.9097 -0.3645 1.0397  0.08
H 0.7454 -1.2328 0.2129  0.11
H 0.5771 -2.8227 0.9751  0.13
H -0.2631 -2.9138 -1.3159  0.11
H 1.1537 -3.9635 -1.1566  0.12
H 2.3917 -3.6569 -3.2898  0.08
H 3.2689 -3.0637 -1.8509  0.08
H 3.1354 -2.0435 -3.2950  0.09
C -3.7591 -2.3312 -4.3170  -0.11
O -4.9628 -2.2962 -3.5649  -0.19
C -5.0833 -3.3998 -2.6743  -0.21
C -4.7219 -3.0070 -1.2519  -0.20
O -3.3434 -2.6761 -1.1381  -0.20
C -3.1164 -1.2730 -1.1248  -0.10
H -3.6116 -1.3489 -4.7664  0.09
H -2.8937 -2.5603 -3.6915  0.08
H -3.8420 -3.0754 -5.1162  0.09
H -4.4744 -4.2425 -3.0157  0.12
H -6.1328 -3.7116 -2.6955  0.12
H -4.8948 -3.8669 -0.5952  0.12
H -5.3499 -2.1835 -0.8986  0.13
H -3.3789 -0.8668 -0.1425  0.09
H -3.6921 -0.7555 -1.8966  0.09
H -2.0564 -1.0958 -1.3042  0.08

Computed properties:
Calculated total energy ... -3495.7002 a.u.
Gap between HOMO and LUMO ... 0.289 Ha
Charge ... -1
E_HOMO ... -5.504 eV
F_max ... 2.139 eV Å⁻¹
LUMO ... 2.4 eV